Entry from OMol25: a cluster of 4 separate species, C20H16F32O4 in total at a distorted geometry (the ωB97M-V functional and the def2-TZVPD basis).

Summary:
E = -4268.4085 a.u.
HOMO level = -11.47 eV
LUMO energy = 0.422 eV
2S+1 = 1
M = 928.28 g mol⁻¹
structure (SMILES) = FC(F)C(F)(F)COC(F)(F)C(F)F.FC(F)C(F)(F)COC(F)(F)C(F)F.FC(F)C(F)(F)COC(F)(F)C(F)F.FC(F)C(F)(F)COC(F)(F)C(F)F
Kohn-Sham gap = 11.90 eV
net charge = 0

```
72
C20H16F32O4, DFT the ωB97M-V functional and the def2-TZVPD basis
F 17.43995 -16.59380 -7.95701
C 16.91276 -17.14016 -9.10117
F 17.26145 -18.45527 -9.09353
C 15.40932 -16.91187 -9.05742
F 14.97649 -17.09393 -10.34959
F 15.22179 -15.62015 -8.74338
C 14.65809 -17.88796 -8.17899
O 13.28262 -17.57982 -8.27837
C 12.46613 -18.31897 -7.47409
F 12.31839 -19.55648 -8.04016
F 12.95503 -18.56387 -6.25205
C 11.08615 -17.64431 -7.50976
F 10.29279 -18.29012 -6.62269
F 11.07296 -16.32950 -7.25932
H 17.46430 -16.69746 -9.93009
H 15.04567 -17.75493 -7.16588
H 14.90127 -18.89635 -8.51315
H 10.72247 -17.77952 -8.53191
F 4.74226 -21.29694 -7.20561
C 3.60248 -21.50397 -7.89583
F 3.00921 -22.64003 -7.45809
C 2.64653 -20.31073 -7.74438
F 1.51735 -20.58783 -8.45252
F 3.16466 -19.16512 -8.19675
C 2.29795 -20.23095 -6.25672
O 1.71967 -18.96886 -5.89102
C 0.36721 -19.01074 -5.59001
F -0.29985 -18.89568 -6.76030
F -0.01219 -20.13706 -4.96953
C 0.10308 -17.76803 -4.73211
F -1.19543 -17.63530 -4.44452
F 0.86504 -17.71928 -3.61684
H 3.82916 -21.67781 -8.95301
H 3.25535 -20.24138 -5.73641
H 1.69361 -21.06046 -5.91463
H 0.49252 -16.95449 -5.35709
F 2.69256 -19.89271 -3.01126
C 3.59003 -20.73032 -2.43758
F 4.26058 -21.38451 -3.41935
C 4.57722 -20.08330 -1.46528
F 5.20430 -21.16060 -0.90778
F 3.90153 -19.51343 -0.43897
C 5.56320 -19.08121 -2.03400
O 6.37371 -19.71247 -2.98007
C 7.55119 -19.09120 -3.35040
F 7.24604 -17.87896 -3.85314
F 8.36042 -18.94388 -2.29282
C 8.14487 -20.01744 -4.42831
F 8.45207 -21.24944 -4.02000
F 7.25836 -20.12079 -5.44802
H 2.98732 -21.49796 -1.94255
H 6.09416 -18.72996 -1.14275
H 4.96008 -18.25496 -2.42160
H 9.02428 -19.49513 -4.82636
F 6.85386 -25.12251 -11.53573
C 7.10559 -25.01757 -10.20185
F 8.43393 -25.23039 -10.04401
C 6.70491 -23.59888 -9.77761
F 5.36734 -23.47560 -9.91404
F 7.35430 -22.68034 -10.51908
C 7.14502 -23.34084 -8.32970
O 7.00760 -24.46015 -7.49210
C 7.64975 -24.41160 -6.28585
F 7.41637 -23.25890 -5.64564
F 7.15184 -25.43534 -5.57775
C 9.16931 -24.62323 -6.33697
F 9.49765 -25.67123 -7.09157
F 9.76348 -23.52367 -6.92188
H 6.60158 -25.78831 -9.62008
H 6.67238 -22.39080 -8.05145
H 8.18345 -23.00716 -8.38308
H 9.56263 -24.61490 -5.31743
```

Mulliken atomic charge list, values in e, 5 entries: -0.26, 0.08, -0.26, 1.02, -0.32

Entry from OMol25: the molecule C20H16N4O4S2 at a distorted geometry (the ωB97M-V functional and the def2-TZVPD basis).

Summary:
E = -2088.0649 a.u.
HOMO level = -8.27 eV
LUMO energy = -0.806 eV
2S+1 = 1
M = 440.51 g mol⁻¹
structure (SMILES) = Cc1c(C(=O)NC(=S)Nc2ccc(NC(=O)c3cccs3)cc2)cccc1[N+](=O)[O-]
Kohn-Sham gap = 7.46 eV
net charge = 0

```
46
C20H16N4O4S2, DFT the ωB97M-V functional and the def2-TZVPD basis
C -4.01404 -2.08354 0.40794
C -4.76810 -0.88560 -0.06019
C -4.10306 0.28950 -0.44100
C -2.61203 0.38901 -0.41731
O -1.86819 -0.42512 -0.93663
N -2.16749 1.50814 0.22415
C -0.85469 1.95999 0.40344
S -0.70776 3.37735 1.23218
N 0.09794 1.18286 -0.12219
C 1.48512 1.30142 -0.14498
C 2.18269 0.27695 -0.79036
C 3.55744 0.29312 -0.86374
C 4.27817 1.33237 -0.27527
N 5.67123 1.39229 -0.33410
C 6.59728 0.38283 -0.36760
O 7.74218 0.61058 -0.70333
C 6.15978 -0.94014 0.10006
C 5.29909 -1.26133 1.11584
C 5.23985 -2.64567 1.35902
C 6.05566 -3.35408 0.53140
S 6.93082 -2.34872 -0.54507
C 3.58000 2.36823 0.34035
C 2.20150 2.35799 0.41057
C -4.80848 1.40328 -0.88945
C -6.18872 1.38070 -0.98259
C -6.86828 0.24253 -0.60155
C -6.16680 -0.86392 -0.13457
N -6.97217 -1.99639 0.26772
O -6.53738 -2.74362 1.11507
O -8.05496 -2.11292 -0.26405
H -4.04190 -2.13627 1.49638
H -4.46364 -3.00192 0.03780
H -2.98108 -2.04380 0.08014
H -2.84993 2.12166 0.65410
H -0.26396 0.34650 -0.59380
H 1.63314 -0.53273 -1.24838
H 4.07600 -0.49491 -1.38592
H 6.07443 2.31603 -0.43502
H 4.74046 -0.53208 1.67479
H 4.61898 -3.09277 2.11424
H 6.19566 -4.41612 0.49262
H 4.12656 3.19163 0.77528
H 1.68824 3.16861 0.89790
H -4.26872 2.28725 -1.19711
H -6.72560 2.24280 -1.34391
H -7.94522 0.18804 -0.65282
```

Mulliken atomic charge list, values in e, 5 entries: -1.66, 0.87, 0.33, 0.68, -0.78

Entry from OMol25: the molecule C20H16O7 at a distorted geometry (the ωB97M-V functional and the def2-TZVPD basis).

Summary:
E = -1298.2822 a.u.
HOMO level = -7.75 eV
LUMO energy = -0.021 eV
2S+1 = 1
M = 368.34 g mol⁻¹
structure (SMILES) = COc1cc2c(cc1OC)[C@]1(O)C(=O)c3ccc4occc4c3O[C@@H]1CO2
Kohn-Sham gap = 7.73 eV
net charge = 0

```
43
C20H16O7, DFT the ωB97M-V functional and the def2-TZVPD basis
C -1.45415 -0.69373 -5.03781
O -1.43389 -1.60991 -3.95225
C -0.73209 -1.38668 -2.84946
C 0.58944 -0.87537 -2.69461
C 1.00223 -0.38328 -1.45409
C 0.15626 -0.40182 -0.29984
C -1.07194 -1.00308 -0.44997
C -1.61728 -1.40854 -1.69970
O -2.94696 -1.81877 -1.84611
C -3.81438 -1.81485 -0.66048
C 0.65072 0.04977 1.04401
O 0.22482 -0.92697 1.99342
C 0.16321 1.46758 1.44565
O -1.00664 1.81314 1.24587
C 0.95064 2.21650 2.37595
C 0.54067 3.48403 2.97997
C 1.28091 4.08802 3.97465
C 2.50618 3.48737 4.43369
O 3.30055 3.86010 5.45260
C 4.32127 2.95943 5.55583
C 4.08574 1.93030 4.59458
C 2.98432 2.28888 3.86927
C 2.21376 1.67743 2.83245
O 2.76832 0.50869 2.29129
C 2.17469 0.01356 1.03554
C 2.78087 0.74219 -0.09426
O 2.29469 0.17815 -1.29302
H -0.84310 -1.03824 -5.87584
H -2.39494 -0.64058 -5.49741
H -1.12980 0.29989 -4.68160
H 1.22410 -0.77610 -3.57128
H -1.63305 -1.03444 0.42776
H -3.96496 -0.78364 -0.17478
H -3.37919 -2.52554 0.04923
H -4.74888 -2.17421 -0.94944
H -0.67442 -1.14856 1.81066
H -0.49523 3.76877 2.82473
H 0.91680 5.00848 4.39181
H 5.21886 2.95744 6.24090
H 4.72617 1.02635 4.37582
H 2.56252 -0.99025 0.84545
H 3.87038 0.55402 -0.08914
H 2.58737 1.80908 -0.16545
```

Mulliken atomic charge list, values in e, 5 entries: -0.76, -0.42, 0.53, -1.21, 0.49

Entry from OMol25: a structure of composition C20H17Br2CaN2O7S2 (the ωB97M-V functional and the def2-TZVPD basis).

Summary:
E = -8030.8714 a.u.
HOMO level = -4.92 eV
LUMO energy = 2.224 eV
2S+1 = 1
M = 661.38 g mol⁻¹
Kohn-Sham gap = 7.14 eV
net charge = -1

```
51
C20H17Br2CaN2O7S2, DFT the ωB97M-V functional and the def2-TZVPD basis
Ca -0.35839 0.23204 0.00505
O 2.11569 1.85991 -3.04245
C 1.82742 0.96656 -2.13368
O 0.86388 0.21799 -2.18491
C 2.70774 1.00424 -0.91969
C 4.00822 1.46799 -0.86514
C 4.61401 1.52123 0.38797
C 3.89311 1.18596 1.52343
C 2.57542 0.77138 1.37334
N 2.04597 0.63444 0.16767
C 1.61555 0.56684 2.55706
O 2.13259 0.42936 3.65847
O 0.37999 0.61368 2.23628
H 1.23706 2.07938 -3.52880
H 4.51765 1.79416 -1.76111
H 5.63812 1.86203 0.47575
H 4.30844 1.25913 2.51871
C 2.08158 -2.58778 -0.44795
C 0.86792 -3.10823 0.26893
C 0.87652 -4.41005 0.80976
C -0.21801 -4.87461 1.47513
C -1.36119 -4.05985 1.61039
C -2.54925 -4.45420 2.26584
Br -2.69610 -6.17714 3.06388
C -3.61543 -3.60394 2.33718
C -3.54684 -2.33568 1.75933
Br -5.06011 -1.20389 1.87627
C -2.41934 -1.84513 1.08744
O -2.35682 -0.69062 0.54819
C -1.29612 -2.76619 1.03484
N -0.18163 -2.32319 0.38690
H 2.63903 -3.40241 -0.90943
H 2.74772 -2.08274 0.25590
H 1.79189 -1.87237 -1.21564
H 1.75898 -5.02511 0.68957
H -0.22830 -5.86956 1.89968
H -4.52405 -3.90546 2.83947
C -0.42937 4.00505 0.26875
O 0.29263 2.80112 0.51798
H -0.03527 4.82261 0.87722
H -1.49635 3.88394 0.45610
H -0.29634 4.24316 -0.78408
H 0.17791 2.51100 1.43661
C -4.16817 3.58301 -3.11167
O -2.87267 3.63008 -3.70242
C -1.86598 2.88401 -3.19092
S -0.45060 3.09827 -4.09994
S -2.19882 1.92477 -1.84618
H -4.77571 4.25701 -3.71208
H -4.13906 3.91475 -2.07479
H -4.57510 2.57304 -3.13820
```

Mulliken atomic charge list, values in e, 5 entries: 1.81, -0.42, 0.30, -0.57, 0.16

Entry from OMol25: a structure of composition C20H17BrCrN2O3Se at a distorted geometry (the ωB97M-V functional and the def2-TZVPD basis).

Summary:
E = -7127.6555 a.u.
HOMO level (alpha / beta) = -4.42 / -4.50 eV
LUMO energy (alpha / beta) = 2.463 / 2.461 eV
2S+1 = 4
M = 544.23 g mol⁻¹
Kohn-Sham gap (alpha / beta) = 6.88 / 6.96 eV
net charge = -1

```
45
C20H17BrCrN2O3Se, DFT the ωB97M-V functional and the def2-TZVPD basis
Cr 0.08499 0.10210 0.09590
N 0.54779 0.45230 -2.02940
C 1.95309 0.04420 -2.18940
C 2.76089 0.24200 -0.89010
O 3.97739 0.42140 -0.92990
N 1.98389 0.16740 0.17810
C 2.56749 0.28980 1.48880
C 1.43149 0.19710 2.53290
O 1.66749 0.37380 3.71660
O 0.28289 -0.06620 2.03460
H -0.01971 -0.06390 -2.70550
H 0.46619 1.45090 -2.23610
H 2.45429 0.57160 -3.01120
H 1.98639 -1.03210 -2.39090
H 3.08349 1.25030 1.62100
H 3.29979 -0.50880 1.67400
Br -2.46401 0.10710 0.27890
C -2.64451 2.03480 0.32140
C -3.88331 2.60570 0.45710
C -3.99271 4.00000 0.39930
C -2.87811 4.76800 0.20580
C -1.59781 4.18560 0.10180
C -0.44541 4.97190 -0.06570
C 0.78269 4.37100 -0.14460
C 0.90449 2.98010 -0.07350
C -0.17801 2.13340 0.08600
C -1.45201 2.76520 0.16890
H -4.75651 1.98900 0.59590
H -4.96721 4.45520 0.49750
H -2.96551 5.84330 0.12270
H -0.54501 6.04750 -0.11700
H 1.67679 4.96970 -0.26380
H 1.90209 2.56760 -0.15310
Se -0.27131 -2.35710 -1.04560
C -0.18661 -4.13200 -0.33050
C -1.05391 -5.09730 -0.83790
C -0.94081 -6.41220 -0.43180
C 0.02999 -6.78190 0.48680
C 0.86869 -5.81320 1.01480
C 0.76439 -4.49220 0.61640
H -1.80451 -4.79830 -1.55780
H -1.60901 -7.15540 -0.84690
H 0.12999 -7.81720 0.78950
H 1.62599 -6.09120 1.73500
H 1.42349 -3.73880 1.03080
```

Mulliken atomic charge list, values in e, 5 entries: -0.33, -0.42, -0.60, 0.49, -0.78

Calculated relative energy (zero: lowest compared OMol25 entry of this formula, charge and spin) (kJ/mol), listed in the same order as above: 0.0, 16.0, 0.0, 38.9, 16.1